This record from the OMol25 dataset describes the molecule C3H2S5 at a distorted geometry. The level of theory is the ωB97M-V functional and the def2-TZVPD basis.

Geometry as XYZ:
```
10
Properties=species:S:1:pos:R:3:mulliken_charge:R:1
C -2.725 -2.162 -0.098 0.174
C -1.722 -2.883 -0.960 0.042
C -0.630 -0.616 -0.197 -0.333
S -3.543 -3.490 0.594 -0.091
S -2.008 -4.518 -0.232 -0.066
S -2.445 -0.464 0.088 -0.040
S -0.255 -2.030 -1.419 -0.044
S 0.469 -0.540 1.113 -0.130
H -0.413 0.230 -0.927 0.326
H -0.096 -1.662 1.823 0.163
```

E_HOMO	-7.9	eV
E_tot	-57317.08090	eV
energy relative to the best compared isomer or geometry (same formula, charge and spin)	69.7	kJ/mol
structure (SMILES)	SC1Sc2ssc2S1
E_LUMO	-0.2	eV
HOMO-LUMO gap	7.76	eV
spin multiplicity	1